1.
The following is a quantum chemistry calculation of C24H36F6FeO18P as an isolated structure at a distorted geometry, from OMol25.

Calculated values
<S²>: 8.7551
Energy relative to the best compared isomer or geometry (same formula, charge and spin) (eV): 0.0000
HOMO energy (spin up / spin down) (eV): -15.67 / -15.58
Largest force on an atom (eV Å⁻¹): 5.7
Total energy (Ha): -4494.38128
Gap between HOMO and LUMO (spin up / spin down) (eV): 11.607 / 6.479

ORCA input file:
```
! RIJCOSX wB97M-V def2-TZVPD def2/J DEFGRID3
* xyz 2 6
Fe -0.16736 -0.76152 -1.13363
P -0.90773 -0.60124 -4.05193
F -2.25588 0.01395 -4.77532
F -0.08609 -0.54126 -5.44056
F -0.42269 0.83006 -3.41087
F 0.41272 -1.11740 -3.22047
F -1.54971 -0.75238 -2.57530
F -1.46316 -2.06396 -4.52309
C -1.00669 5.73624 -0.84199
C -2.08156 4.70061 -0.46945
C -2.85753 4.08089 -1.66516
O -2.66177 2.70848 -1.57341
C -1.76760 2.43742 -0.65173
O -1.20618 1.37209 -0.52330
O -1.48437 3.55610 0.06747
H -0.33953 5.44758 -1.65419
H -0.49701 5.91459 0.10485
H -1.46869 6.63847 -1.24277
H -2.78258 5.17203 0.21934
H -2.42936 4.43014 -2.60473
H -3.92302 4.30537 -1.61592
C 2.86293 5.21417 -1.21879
C 2.89058 3.90610 -2.02167
C 4.02464 3.05291 -1.57199
O 3.41021 1.76780 -1.67881
C 2.10850 1.83115 -1.69995
O 1.32604 0.88559 -1.57583
O 1.73939 3.11172 -1.79159
H 3.78228 5.79150 -1.31669
H 2.68791 5.02339 -0.15998
H 2.07557 5.87511 -1.58116
H 2.97374 4.24961 -3.05278
H 4.35752 3.25819 -0.55457
H 4.85450 3.17908 -2.26735
C -4.82966 -3.30523 2.87228
C -4.67413 -1.93879 2.10779
C -4.08565 -0.76572 2.92972
O -2.94091 -0.43778 2.15544
C -2.81594 -1.20491 1.12404
O -1.92901 -1.19416 0.27030
O -3.66869 -2.19586 1.14574
H -5.45215 -3.29241 3.76696
H -3.86212 -3.69344 3.19049
H -5.29347 -4.05407 2.23023
H -5.63742 -1.71250 1.65067
H -3.71707 -1.06577 3.91064
H -4.79764 0.05727 2.99184
C -3.52233 -6.16261 0.17727
C -3.27192 -5.57509 -1.19389
C -4.15733 -4.38789 -1.65483
O -3.19950 -3.41221 -1.86121
C -2.00751 -3.81845 -1.62368
O -0.99202 -3.04081 -1.76675
O -2.04400 -4.96137 -1.07668
H -4.59333 -6.22642 0.36960
H -3.17976 -5.60920 1.05163
H -3.17950 -7.19708 0.19831
H -3.33483 -6.30859 -1.99769
H -4.82183 -4.04759 -0.86064
H -4.80963 -4.69765 -2.47132
C 3.89727 1.56446 3.43296
C 2.80540 0.49160 3.30145
C 1.44704 0.78264 3.97047
O 0.52322 0.39560 2.99019
C 1.12991 0.11608 1.83840
O 0.59854 -0.28907 0.78324
O 2.45807 0.36390 1.96430
H 4.16720 1.70507 4.47961
H 3.53078 2.46798 2.94568
H 4.80373 1.19596 2.95271
H 3.11658 -0.52070 3.55936
H 1.36932 1.83594 4.23995
H 1.35800 0.30059 4.94402
C 5.32915 -0.16543 0.26575
C 4.99422 -1.61761 -0.10214
C 4.35133 -2.35883 1.12381
O 3.01971 -2.64679 0.67893
C 2.73186 -2.09393 -0.52868
O 1.62185 -2.02080 -1.01036
O 3.84701 -1.53220 -0.98067
H 6.23939 -0.03369 0.85073
H 4.54571 0.51674 0.59584
H 5.57842 0.27498 -0.69966
H 5.82444 -2.16336 -0.55046
H 4.36790 -1.77740 2.04565
H 5.01291 -3.19618 1.34574
*
```

These are the Löwdin partial charges, in e, on atoms 1 to 6: atom 1 (Fe): 1.42, atom 2 (P): 0.29, atom 3 (F): -0.13, atom 4 (F): -0.10, atom 5 (F): -0.16, atom 6 (F): -0.17

=====

2.
The following is a quantum chemistry calculation of C24H36FeN2Si as an isolated structure at a distorted geometry, from OMol25.

Calculated values
<S²>: 6.0531
Energy relative to the best compared isomer or geometry (same formula, charge and spin) (eV): 0.4597
HOMO energy (spin up / spin down) (eV): -5.65 / -5.75
Largest force on an atom (eV Å⁻¹): 2.5
Total energy (Ha): -2598.61585
Gap between HOMO and LUMO (spin up / spin down) (eV): 6.358 / 5.674

ORCA input file:
```
! RIJCOSX wB97M-V def2-TZVPD def2/J DEFGRID3
* xyz 0 5
C -0.01556 -3.41222 2.19809
C -0.95008 -2.31713 2.04994
C -1.16615 -2.12953 0.62068
H -1.43901 -1.79790 2.88630
C -0.29283 -3.01848 -0.11425
C 0.37717 -3.84014 0.86844
H 0.91400 -4.76552 0.66694
H 0.18618 -3.99242 3.10757
H -2.00732 -1.61380 0.14978
H -0.25448 -3.14670 -1.21071
Fe 0.87215 -1.76376 1.13697
C 1.59576 1.62775 -1.88681
H 1.14976 0.61266 -2.01120
H 2.29138 1.33864 -1.06648
H 0.63771 2.07146 -1.47630
Si -2.16032 0.85145 -0.36700
C -2.22284 2.67860 -0.02620
C -3.35456 2.99033 0.77447
H -3.91185 2.17342 1.23493
C -3.82813 4.30737 0.93467
H -4.70806 4.51286 1.55877
C -3.10616 5.37833 0.37517
H -3.39671 6.41850 0.61756
C -1.94618 5.10392 -0.38284
H -1.38127 5.95375 -0.78971
C -1.51247 3.77897 -0.58841
H -0.65821 3.62430 -1.25457
C -2.78171 0.49480 -2.12736
C -3.70508 1.37301 -2.75190
H -3.97162 2.27338 -2.19020
C -4.19794 1.15797 -4.05761
H -4.94346 1.83281 -4.54625
C -3.72010 0.09244 -4.83900
H -4.09377 -0.06488 -5.87799
C -2.71656 -0.74790 -4.28782
H -2.31265 -1.54558 -4.93796
C -2.26685 -0.52970 -2.96593
H -1.45453 -1.14007 -2.56635
H -2.84733 0.11782 0.71725
H 2.02333 2.06051 -2.81633
C 2.95974 -1.93947 -1.18917
N 2.96747 -1.93414 0.29695
C 3.60617 -3.20825 0.72701
C 3.78418 -0.76828 0.85134
C 3.01524 0.22430 1.71570
N 1.88556 -0.45446 2.44671
C 2.47206 -1.30552 3.52679
C 1.00148 0.58405 3.03817
H 2.27540 -2.71429 -1.56089
H 3.97564 -2.16749 -1.55920
H 2.62944 -0.98369 -1.60955
H 4.68722 -3.12416 0.55492
H 3.42517 -3.43029 1.78391
H 3.22489 -4.06151 0.15645
H 4.58232 -1.19189 1.46939
H 4.28624 -0.24546 0.02585
H 3.69423 0.65861 2.47672
H 2.61153 1.07230 1.14410
H 3.06806 -0.66893 4.20556
H 1.68279 -1.83523 4.07315
H 3.13056 -2.06157 3.08555
H 1.56175 1.20689 3.75233
H 0.58294 1.23138 2.26042
H 0.16627 0.11779 3.56942
*
```

These are the Löwdin partial charges, in e, on atoms 1 to 6: atom 1 (C): -0.19, atom 2 (C): -0.20, atom 3 (C): -0.24, atom 4 (H): 0.09, atom 5 (C): -0.20, atom 6 (C): -0.20

=====

3.
The following is a quantum chemistry calculation of C24H36FeN2Si as an isolated structure at a distorted geometry, from OMol25.

Calculated values
<S²>: 8.7802
HOMO energy (spin up / spin down) (eV): -11.15 / -11.48
Largest force on an atom (eV Å⁻¹): 5.4
Total energy (Ha): -2598.40242
Gap between HOMO and LUMO (spin up / spin down) (eV): 9.174 / 6.562

ORCA input file:
```
! RIJCOSX wB97M-V def2-TZVPD def2/J DEFGRID3
* xyz 1 6
C 0.66422 1.98409 2.64901
C 1.28251 2.54390 1.49449
C 0.26679 2.79662 0.52910
H 2.33935 2.80777 1.40937
C -1.00235 2.33804 1.07020
C -0.72779 1.83268 2.39077
H -1.48359 1.52744 3.10553
H 1.14594 1.85758 3.61739
H 0.38443 3.32746 -0.41369
H -1.99007 2.50012 0.64393
Fe -0.09336 0.47634 0.53586
C -1.83549 -0.66961 0.23572
H -1.78908 -0.66160 1.35968
H -2.00649 -1.73451 0.00145
H -2.74736 -0.11946 -0.00767
Si -0.59814 -0.12032 -1.60756
C 1.05684 -0.50797 -2.52541
C 2.07604 0.44563 -2.70287
H 2.08946 1.36991 -2.10372
C 3.08119 0.22941 -3.65654
H 3.85917 0.98983 -3.79514
C 3.10481 -0.95012 -4.40175
H 3.88128 -1.11189 -5.14900
C 2.15924 -1.94939 -4.14149
H 2.20552 -2.90700 -4.65640
C 1.15428 -1.73408 -3.19345
H 0.42444 -2.52017 -2.97830
C -1.62318 0.84808 -2.88478
C -1.05590 1.27486 -4.10010
H 0.00522 1.11414 -4.30450
C -1.83994 1.91944 -5.06540
H -1.38014 2.20996 -6.01713
C -3.19434 2.18988 -4.84394
H -3.81390 2.66450 -5.60653
C -3.75357 1.82317 -3.60750
H -4.79786 2.03403 -3.40592
C -2.96686 1.17732 -2.64299
H -3.42203 0.92067 -1.67880
H -0.00957 1.18071 -1.05652
H -1.14668 -1.54026 -1.66015
C -1.90342 -1.24859 3.94119
N -0.58939 -0.62572 3.96608
C -0.44039 0.17066 5.19268
C 0.50684 -1.57809 3.76744
C 1.62189 -1.13882 2.80820
N 1.32904 -1.22319 1.35864
C 2.57686 -0.98798 0.59866
C 0.79021 -2.55844 0.99506
H -2.07264 -1.88716 4.82113
H -2.02150 -1.86179 3.04379
H -2.66104 -0.45805 3.93944
H -0.58766 -0.44398 6.09209
H 0.55156 0.62862 5.24086
H -1.18989 0.97023 5.18810
H 0.99268 -1.68706 4.75778
H 0.12562 -2.56708 3.46887
H 1.92072 -0.10569 3.03878
H 2.48754 -1.78623 3.03096
H 3.30696 -1.77626 0.83818
H 2.38427 -0.98365 -0.48228
H 3.00353 -0.02132 0.86547
H 1.47167 -3.33847 1.36627
H -0.20614 -2.70122 1.42480
H 0.69964 -2.64794 -0.09743
*
```

These are the Löwdin partial charges, in e, on atoms 1 to 6: atom 1 (C): -0.10, atom 2 (C): -0.08, atom 3 (C): -0.14, atom 4 (H): 0.12, atom 5 (C): -0.18, atom 6 (C): -0.11